A 11-piece molecular cluster, C71H157N7O15 overall. Source: OMol25; level of theory: wB97M-V/def2-TZVPD.

Summary:
Orbital gap, eV: 8.16
Relative energy (zero: lowest compared OMol25 entry of this formula, charge and spin), kcal/mol: 63.8
SMILES: CC1(C)CCCC(C)(C)N1O.CC1(C)CCCC(C)(C)N1O.CC1(C)CCCC(C)(C)N1O.CC1(C)CCCC(C)(C)N1O.CC1(C)CCCC(C)(C)N1O.CC1(C)CCCC(C)(C)N1O.CC1(C)CCCC(C)(C)N1O.OCCO.OCCO.OCCO.OCCO
Total energy, hartree: -4310.77882

```
250
Properties=species:S:1:pos:R:3:forces:R:3:lowdin_charge:R:1
C -0.000252 -0.543516 -5.296514 0.32 -0.96 0.77 -0.02
C 0.825081 -1.692665 -5.980482 -1.03 0.33 -0.37 -0.45
C -0.062852 -2.164515 -7.159707 0.95 -0.44 0.49 -0.04
C 2.129340 -1.134548 -6.613247 -0.14 0.24 1.16 -0.14
C 3.282720 -0.959834 -5.631441 -0.38 -0.37 0.07 -0.17
C 3.477381 -2.215746 -4.746651 0.93 0.75 -1.77 -0.13
C 2.238577 -2.786224 -4.103800 -0.72 0.33 1.12 -0.51
C 2.542686 -4.218478 -3.571449 -1.51 0.39 0.26 -0.01
C 1.894827 -1.844118 -2.929648 0.72 -1.05 0.77 -0.01
N 1.145161 -2.860312 -5.073531 0.00 -0.74 -1.70 -0.04
O -0.003537 -3.678179 -4.595380 1.03 2.05 -0.35 -0.04
H -0.680173 0.023741 -5.932150 0.38 -0.06 -0.40 0.08
H -0.646292 -1.065909 -4.590947 -0.14 0.13 0.30 0.07
H 0.625453 0.139330 -4.721778 -0.02 0.01 -0.02 0.05
H -0.928830 -2.682049 -6.746976 -0.10 0.01 -0.39 0.07
H -0.331798 -1.340699 -7.820828 -0.21 0.16 0.35 0.08
H 0.562362 -2.807815 -7.778881 -0.31 -0.52 0.05 0.08
H 2.481027 -1.726797 -7.458027 -0.26 -0.21 0.01 0.12
H 1.921418 -0.118906 -6.949923 -0.37 -0.10 -0.50 0.12
H 4.133427 -0.734702 -6.274648 0.48 -0.32 0.35 0.11
H 3.172356 -0.052751 -5.037186 -0.30 -0.02 0.28 0.10
H 4.245052 -1.942553 -4.022671 -0.11 -0.44 0.35 0.11
H 3.891838 -2.974786 -5.410121 0.16 -0.21 0.01 0.12
H 3.216283 -4.226242 -2.714532 0.43 0.05 -0.42 0.08
H 2.740327 -4.965446 -4.340263 0.75 0.36 -0.20 0.09
H 1.602387 -4.594189 -3.168004 -0.13 0.10 0.37 0.06
H 2.740809 -1.935635 -2.248451 0.28 0.44 0.13 0.07
H 1.092672 -2.236088 -2.304342 -0.57 0.27 -0.40 0.06
H 1.790216 -0.798134 -3.217869 -0.23 -0.19 0.06 0.07
H 0.223695 -4.554534 -4.914700 0.08 -0.04 -0.26 0.09
C 9.162740 -2.072743 -0.907519 0.17 0.96 -0.49 -0.05
C 7.692360 -1.762073 -0.655904 -1.02 -0.83 -0.75 -0.47
C 6.860736 -2.811202 -1.515956 0.34 0.53 0.48 -0.02
C 7.437891 -2.080125 0.820515 -1.99 1.14 1.12 -0.14
C 6.070229 -1.534269 1.338583 0.52 0.86 -0.89 -0.15
C 6.029045 0.002663 1.041890 0.16 -1.36 1.40 -0.12
C 6.241755 0.355146 -0.406399 -2.25 -0.64 -1.47 -0.53
C 4.984613 -0.043665 -1.223283 -1.16 -0.23 0.73 -0.02
C 6.374941 1.838920 -0.467374 1.59 1.49 -0.46 -0.04
N 7.430169 -0.304615 -0.938166 1.61 -0.72 0.53 -0.06
O 7.619396 -0.054670 -2.350613 -0.73 -0.42 0.70 -0.02
H 9.510396 -2.839689 -0.215396 0.13 -0.03 -0.28 0.09
H 9.359138 -2.312175 -1.952607 -0.06 -0.43 0.06 0.08
H 9.705212 -1.138510 -0.762453 0.29 -0.09 0.48 0.08
H 7.188501 -2.875291 -2.553530 -0.12 0.46 -0.05 0.07
H 7.073048 -3.799935 -1.109225 0.02 -0.07 0.17 0.08
H 5.782352 -2.662749 -1.459824 0.04 0.11 -0.08 0.05
H 7.271038 -3.141034 1.006900 1.15 -0.22 -0.28 0.11
H 8.183489 -1.610235 1.461903 0.43 -0.40 -0.09 0.12
H 5.325780 -2.150348 0.834258 -0.50 0.51 -0.29 0.07
H 5.900277 -1.766083 2.389994 0.37 0.21 0.17 0.10
H 6.803103 0.487176 1.637038 0.71 -0.30 -0.05 0.11
H 5.182055 0.520753 1.491664 -0.70 -0.24 -0.65 0.12
H 4.500159 -0.917088 -0.786773 0.39 -0.60 -0.22 0.05
H 5.096117 -0.183960 -2.298444 0.38 0.10 0.12 0.08
H 4.154919 0.636824 -1.031838 0.25 0.62 -0.23 0.06
H 5.529706 2.489652 -0.243255 -0.40 -0.74 0.17 0.06
H 6.717975 2.160629 -1.450705 -0.02 -0.07 -0.19 0.08
H 7.172067 2.118518 0.221474 0.18 0.23 0.09 0.09
H 8.433990 0.451231 -2.396407 0.10 0.08 0.20 0.10
C -6.117371 0.950712 -2.547730 -0.80 -0.40 -1.44 -0.02
C -5.270402 1.369475 -1.397736 1.35 0.56 0.52 -0.52
C -3.797319 0.987256 -1.643994 -0.37 -1.00 -1.36 -0.02
C -5.294350 2.918035 -1.267570 -0.26 0.74 1.35 -0.11
C -6.591806 3.512453 -0.655377 0.82 -0.46 -1.20 -0.18
C -6.867945 2.877629 0.678020 0.56 -0.20 -1.03 -0.14
C -6.829936 1.332927 0.612459 -1.48 -1.44 0.88 -0.43
C -6.708133 0.871477 2.089501 0.00 -0.77 -0.88 -0.04
C -8.243506 0.809797 0.132758 0.48 0.94 0.14 -0.03
N -5.689344 0.729086 -0.168698 0.18 2.94 2.07 -0.11
O -5.526211 -0.658683 -0.114089 -0.64 0.74 -0.14 -0.01
H -7.182164 0.953572 -2.314683 0.02 -0.07 0.18 0.08
H -6.033917 1.608195 -3.413096 0.28 0.09 -0.04 0.10
H -5.848076 -0.043079 -2.905459 -0.06 -0.20 0.03 0.08
H -3.700807 -0.071923 -1.882603 -0.34 -0.42 0.41 0.06
H -3.546903 1.368323 -2.634026 0.50 0.76 0.20 0.08
H -3.054745 1.156246 -0.864169 -0.31 0.68 0.04 0.08
H -4.504996 3.253316 -0.594812 0.33 -0.36 0.24 0.09
H -5.030137 3.411273 -2.202991 -0.24 -0.38 -0.32 0.12
H -6.538673 4.589426 -0.496032 0.27 0.10 -0.34 0.11
H -7.376690 3.334403 -1.390481 -0.45 0.02 0.19 0.11
H -7.825639 3.308714 0.969728 -0.26 -0.78 0.53 0.13
H -6.131095 3.237726 1.395994 0.15 -0.07 0.09 0.10
H -6.934018 -0.194830 2.081475 0.40 -0.24 0.32 0.08
H -7.460738 1.298606 2.752255 0.11 0.43 -0.19 0.09
H -5.695832 1.058759 2.447635 -0.15 0.04 0.11 0.06
H -8.934700 1.040238 0.943467 -0.14 -0.21 -0.01 0.08
H -8.307305 -0.254949 -0.091613 0.23 -0.06 0.12 0.08
H -8.609491 1.366176 -0.730135 0.07 -0.04 -0.14 0.07
H -6.211075 -0.983394 -0.703266 -0.23 -0.84 -0.24 0.10
C 4.460023 -5.583507 1.664827 0.92 -0.22 1.18 -0.05
C 3.009411 -5.217867 1.898518 -1.33 0.68 -1.01 -0.43
C 2.864656 -4.326456 3.232734 -1.06 -1.14 -1.23 0.01
C 2.650744 -4.394542 0.617643 -0.66 0.95 0.70 -0.14
C 1.151021 -4.006502 0.579381 1.37 -0.79 0.23 -0.16
C 0.330893 -5.295533 0.443720 0.34 0.50 1.70 -0.10
C 0.669799 -6.379908 1.601737 -0.23 0.19 -1.80 -0.46
C -0.114854 -6.089870 2.867498 0.03 -0.17 0.23 -0.02
C 0.216983 -7.750427 0.997477 0.74 0.41 0.45 -0.03
N 2.116974 -6.435250 1.810580 0.87 3.05 -1.78 -0.15
O 2.592388 -7.470192 2.548265 0.03 -1.47 1.14 -0.01
H 4.928911 -5.943213 2.580719 -0.09 -0.43 0.08 0.08
H 4.674325 -6.297509 0.869607 -0.42 -0.02 -0.06 0.09
H 5.047248 -4.687700 1.462877 -0.22 0.28 -0.27 0.07
H 3.094138 -4.968134 4.083441 0.55 0.36 0.10 0.08
H 3.336888 -3.345268 3.184083 0.84 -0.42 0.03 0.06
H 1.828026 -4.031171 3.394902 -0.23 -0.25 -0.19 0.04
H 3.233880 -3.474225 0.650237 0.16 0.20 0.12 0.10
H 2.991375 -4.899569 -0.286248 -0.21 -0.40 0.03 0.11
H 1.006993 -3.468882 1.516560 -0.58 -0.08 0.17 0.09
H 0.949958 -3.277695 -0.205808 -0.07 -0.19 -0.29 0.08
H 0.478002 -5.674019 -0.567818 0.04 -0.38 0.11 0.11
H -0.712824 -5.006629 0.567388 -0.06 -0.41 -0.12 0.07
H -1.177001 -6.282963 2.716892 -0.10 0.14 0.02 0.08
H 0.032660 -5.075904 3.239279 -0.11 0.04 -0.11 0.07
H 0.230472 -6.776030 3.640835 -0.01 -0.03 0.12 0.09
H -0.858279 -7.714391 0.822525 0.05 -0.26 -0.01 0.08
H 0.512882 -8.586606 1.631002 -0.52 0.06 0.46 0.07
H 0.756529 -7.976918 0.077850 -0.15 0.43 -0.33 0.08
H 2.827736 -8.092926 1.856590 0.32 -0.46 0.28 0.11
C 3.158496 4.094819 -0.050692 -1.99 1.20 -1.27 -0.03
C 3.010017 4.680373 1.351619 0.37 -0.24 -0.32 -0.48
C 1.585203 4.701256 1.862135 -1.24 0.01 0.48 -0.03
C 3.868118 3.803559 2.264172 0.94 0.49 0.18 -0.14
C 4.310506 4.498562 3.514025 0.20 0.86 0.54 -0.18
C 5.029856 5.823412 3.188061 0.30 -1.74 0.13 -0.15
C 4.176990 6.773531 2.385979 -0.63 0.66 -0.50 -0.52
C 3.143550 7.412300 3.361323 0.07 -0.34 -1.20 -0.01
C 5.102807 7.830198 1.757655 0.87 -0.49 0.14 -0.04
N 3.624501 6.037857 1.245811 0.56 -1.48 0.22 -0.11
O 2.961735 6.842544 0.291112 -0.42 0.22 0.72 -0.01
H 2.470326 4.687760 -0.653133 -0.57 0.04 -0.22 0.07
H 4.061292 4.370031 -0.595958 0.66 -0.72 0.69 0.09
H 2.761821 3.093204 -0.216572 0.69 -0.29 0.42 0.08
H 1.588087 4.823070 2.945302 0.03 0.19 0.10 0.07
H 0.918379 5.461631 1.455593 0.47 0.48 -0.23 0.08
H 0.981514 3.803001 1.732565 0.55 -0.57 -0.31 0.07
H 3.435196 2.871152 2.626505 -0.51 -0.11 -0.89 0.11
H 4.767928 3.613376 1.679148 0.15 -0.46 0.05 0.11
H 3.450082 4.647673 4.166359 -0.09 0.22 0.18 0.11
H 4.985087 3.841344 4.062747 0.12 0.02 0.09 0.11
H 5.898218 5.513225 2.606816 0.21 0.19 -0.23 0.12
H 5.420282 6.251669 4.111244 -0.17 0.41 -0.08 0.12
H 2.319922 6.728718 3.567374 0.07 0.00 -0.03 0.06
H 2.749947 8.257917 2.797305 -0.21 0.34 0.65 0.08
H 3.627187 7.639740 4.311307 -0.10 0.51 -0.17 0.08
H 4.715763 8.648342 1.150263 -0.64 0.25 0.88 0.08
H 5.745774 7.362725 1.011893 0.11 -0.61 0.13 0.08
H 5.782860 8.098577 2.566113 -0.03 0.88 -0.13 0.08
H 3.445605 6.688271 -0.523554 0.17 0.04 -0.07 0.10
C -2.568446 7.134708 3.184358 0.40 -0.29 0.54 -0.04
C -3.705633 6.129483 2.800159 0.06 2.09 -0.95 -0.44
C -4.918422 7.081066 2.429753 0.74 0.13 1.11 -0.03
C -3.350052 5.485595 1.425586 -0.71 -0.68 -1.06 -0.17
C -2.488617 4.262027 1.407096 -0.31 -0.45 3.52 -0.16
C -3.053503 3.348392 2.549044 0.16 -0.25 0.78 -0.10
C -3.248936 3.946814 4.035519 -0.13 -0.96 -0.47 -0.41
C -4.152411 2.930159 4.889318 0.03 0.50 -0.77 -0.02
C -1.854170 4.103231 4.736624 -0.37 0.32 0.27 -0.02
N -4.059974 5.174605 3.857402 -0.46 -1.31 -1.91 -0.13
O -4.482010 5.773552 5.051394 0.92 -0.05 -0.51 0.01
H -2.356741 7.833661 2.375200 0.01 -0.22 -0.12 0.08
H -2.757230 7.769229 4.050295 -0.72 0.03 0.10 0.08
H -1.638345 6.660144 3.497094 0.19 -0.39 -0.47 0.07
H -5.158665 7.674956 3.311606 -0.45 -0.34 0.25 0.07
H -4.582797 7.870272 1.756990 0.18 -0.37 -0.48 0.08
H -5.805690 6.598561 2.019804 0.15 -0.21 0.16 0.08
H -4.280426 5.210813 0.928609 -0.37 0.19 0.01 0.10
H -2.808270 6.129707 0.732982 -0.52 1.02 0.36 0.12
H -2.437569 3.669016 0.493954 0.10 0.45 -0.12 0.10
H -1.540946 4.690300 1.733577 0.74 -0.84 -0.31 0.09
H -2.439311 2.452213 2.637004 0.20 -0.09 0.21 0.10
H -4.029976 2.969846 2.246883 -0.25 0.12 -0.15 0.09
H -5.182142 2.972446 4.534402 0.01 0.11 -0.34 0.07
H -4.255581 3.113061 5.958893 0.53 0.55 -0.01 0.07
H -3.848423 1.885922 4.816865 0.46 0.03 -0.31 0.06
H -1.616323 3.294156 5.427223 -0.30 -0.33 -0.19 0.08
H -1.847354 4.975062 5.390806 -0.02 0.27 0.00 0.07
H -0.985311 4.188451 4.083993 -0.21 0.12 -0.36 0.07
H -3.627597 6.099864 5.343098 0.04 0.64 1.08 0.07
C -5.204729 -3.661907 -4.217494 0.38 -0.10 0.99 -0.02
C -4.061616 -4.127246 -3.209542 0.06 0.69 -0.71 -0.40
C -3.397483 -5.377320 -3.849801 0.38 -0.04 -0.32 -0.04
C -2.981907 -2.927849 -3.191311 -0.16 -0.44 0.60 -0.12
C -1.963186 -3.040380 -2.036116 -0.42 -1.56 -0.96 -0.18
C -2.680961 -3.125764 -0.698536 -1.91 -0.11 -0.88 -0.11
C -3.791187 -4.254026 -0.615345 1.32 -0.46 1.52 -0.44
C -3.065989 -5.583251 -0.361526 -0.64 -0.41 -0.48 -0.06
C -4.638183 -4.057080 0.706813 -0.91 -0.82 -1.06 -0.01
N -4.595781 -4.376054 -1.838420 0.96 4.55 -0.69 -0.15
O -5.502942 -5.367214 -1.816838 -0.46 -1.50 0.15 0.01
H -4.923695 -3.803440 -5.261085 0.77 0.64 0.02 0.08
H -6.156368 -4.191868 -4.257899 0.04 -0.36 1.04 0.07
H -5.391983 -2.629092 -3.923679 -0.25 0.11 -0.60 0.06
H -4.044185 -6.040247 -4.424627 -0.70 -0.16 0.70 0.08
H -2.743434 -5.101466 -4.676986 0.43 0.51 0.25 0.07
H -2.805538 -5.956623 -3.141202 -0.02 -0.09 -0.08 0.07
H -2.432553 -2.992632 -4.130514 -0.03 -0.05 -0.04 0.09
H -3.355468 -1.904630 -3.151816 -0.98 -0.16 -0.06 0.09
H -1.484029 -3.964480 -2.359450 0.73 -0.26 0.80 0.09
H -1.206523 -2.258391 -2.099764 -0.10 0.12 0.11 0.09
H -3.267952 -2.207934 -0.664697 0.12 0.38 0.51 0.09
H -2.069207 -3.217334 0.198942 0.15 0.11 -0.15 0.11
H -2.383829 -5.728789 -1.199130 0.56 -0.40 0.61 0.07
H -3.805238 -6.384265 -0.362081 -0.17 -0.25 -0.36 0.08
H -2.689152 -5.719019 0.652209 0.66 0.49 -0.24 0.08
H -4.112748 -3.694446 1.590278 0.24 0.56 -0.46 0.07
H -5.000495 -5.026668 1.048477 0.19 -0.43 -0.16 0.07
H -5.604413 -3.588793 0.519181 0.29 0.87 0.02 0.08
H -4.890671 -6.105971 -1.847701 -0.67 -1.38 -0.08 0.08
O -0.634831 3.240524 -5.614611 -0.57 0.31 0.06 -0.06
C -1.001328 3.668482 -4.295622 -0.39 -1.30 -0.54 -0.22
C -0.859771 2.538250 -3.272268 1.19 1.35 -1.00 -0.22
O 0.532361 2.234252 -3.209950 0.30 -0.21 1.17 -0.09
H 0.288842 2.984743 -5.669459 0.05 0.20 0.10 0.07
H -0.396082 4.512778 -3.965535 0.06 0.03 0.05 0.12
H -2.049977 3.964553 -4.323244 0.02 0.14 -0.33 0.12
H -1.391466 1.604018 -3.452822 -0.47 0.33 -0.14 0.11
H -1.174229 3.081429 -2.381116 0.16 -0.79 0.70 0.11
H 0.949556 2.251219 -4.074394 -0.29 -0.07 -0.04 0.06
O 1.343045 1.301827 2.811827 0.58 0.54 1.62 -0.09
C 1.615133 0.511925 3.968295 0.74 -1.46 -0.30 -0.18
C 1.677889 -0.996039 3.632503 0.32 0.73 -0.33 -0.24
O 0.385325 -1.493937 3.429354 -0.30 -0.86 0.79 -0.07
H 0.500178 1.020801 2.448206 -0.75 -0.24 -0.22 0.04
H 2.574051 0.777939 4.413044 0.14 0.49 -0.36 0.12
H 0.887488 0.590081 4.776092 -0.40 0.39 -0.18 0.12
H 2.226061 -1.513391 4.419873 -0.56 -0.20 0.43 0.12
H 2.245814 -1.247024 2.736645 0.46 0.63 -0.27 0.11
H 0.096834 -1.195234 2.563814 -0.21 0.26 -0.27 0.04
O -0.620231 0.131631 1.433868 1.17 -0.33 -0.81 -0.11
C -0.151552 -0.186426 0.078628 -1.14 0.73 0.82 -0.15
C 0.989822 0.723343 -0.264588 1.03 0.49 0.40 -0.21
O 2.215792 0.648276 0.486591 -0.11 -1.39 -1.84 -0.08
H -1.566652 0.054192 1.574918 -0.76 -0.46 -0.40 0.05
H 0.006723 -1.248247 -0.110028 0.53 -0.18 0.71 0.10
H -0.944406 0.031872 -0.636787 -0.24 0.37 -0.04 0.11
H 0.717035 1.774142 -0.167133 -0.78 0.07 -0.32 0.12
H 1.159569 0.512934 -1.320524 0.62 0.20 0.00 0.10
H 2.085154 0.966334 1.382906 -0.35 0.22 0.53 0.01
O -2.299783 -2.771444 3.900124 -0.74 -0.52 -0.33 -0.05
C -2.869833 -1.481783 3.989282 -0.13 -0.12 0.43 -0.24
C -3.900826 -1.087748 2.947779 1.47 0.36 0.37 -0.20
O -3.217724 -0.797105 1.695739 -1.00 -0.47 1.04 -0.08
H -2.087594 -2.932087 2.977745 0.26 -0.04 -0.13 0.06
H -3.429026 -1.452959 4.924471 0.24 -0.02 0.30 0.12
H -2.010618 -0.814325 4.055287 -0.28 0.70 -0.12 0.11
H -4.396257 -0.191704 3.321627 0.07 0.16 -0.05 0.09
H -4.673925 -1.853171 2.880405 0.12 -0.22 -0.47 0.12
H -3.966483 -0.691804 1.104243 -0.01 0.15 -0.94 0.04
```
Forces are in eV/Å.